(1)
The following is a quantum chemistry calculation of C3H4NO as an isolated structure, from OMol25.

Calculated values
E, eV: -6699.0384
HOMO level, eV: -15.647
Lowest unoccupied orbital energy, eV: -7.33

```
! RIJCOSX wB97M-V def2-TZVPD def2/J DEFGRID3
* xyz 1 1
H 1.42361 -1.76001 0.78915
H 0.15120 0.94444 -2.01695
C -0.61693 -1.20124 0.68537
H 0.06734 0.79599 -2.80087
C -0.03952 1.31034 0.58266
O -0.21013 2.45653 0.58046
C 0.07737 -0.04464 0.79759
N 0.74313 -1.26306 0.15669
H -1.59608 -1.23834 1.22590
*
```

Atom charges from the natural (NBO) analysis, given in e for atoms 1 to 8: number 1, H, carries 0.422; number 2, H, carries -0.086; number 3, C, carries 0.280; number 4, H, carries 0.089; number 5, C, carries 0.852; number 6, O, carries -0.235; number 7, C, carries -0.234; number 8, N, carries -0.416

(2)
The following is a quantum chemistry calculation of an isolated ion of composition C3H4NO and charge +1, from OMol25.

Calculated values
E, eV: -6701.6023
HOMO level, eV: -14.327
Lowest unoccupied orbital energy, eV: -6.58

```
! RIJCOSX wB97M-V def2-TZVPD def2/J DEFGRID3
* xyz 1 1
N -0.04549 -0.58952 -0.38303
O 0.19757 1.27525 0.78304
H 1.69540 -0.19541 0.58670
H 0.38893 -0.63466 1.84881
C -0.82443 0.24633 -0.98025
H 0.08650 -1.47090 -0.76302
C -0.61760 1.59000 -0.04716
C 0.58879 -0.14869 0.76983
H -1.46966 -0.07242 -1.81492
*
```

Atom charges from the natural (NBO) analysis, given in e for atoms 1 to 8: number 1, N, carries -0.429; number 2, O, carries -0.372; number 3, H, carries 0.262; number 4, H, carries 0.300; number 5, C, carries 0.172; number 6, H, carries 0.457; number 7, C, carries 0.335; number 8, C, carries 0.002

(3)
The following is a quantum chemistry calculation of an isolated ion of composition C3H4NO and charge +1, from OMol25.

Calculated values
E, eV: -6699.7125
HOMO level, eV: -17.088
Lowest unoccupied orbital energy, eV: -7.26

```
! RIJCOSX wB97M-V def2-TZVPD def2/J DEFGRID3
* xyz 1 1
H -1.94121 0.33561 0.40275
H -1.15516 0.58024 -0.87078
O 1.05052 -1.00948 0.12970
C -0.87412 0.41011 0.21855
H -0.59022 -1.78305 0.50972
N 1.72309 0.08733 -0.30466
C 2.25437 0.92502 -0.93201
C -0.21430 -0.88279 0.27982
H -0.25297 1.33702 0.56691
*
```

Atom charges from the natural (NBO) analysis, given in e for atoms 1 to 8: number 1, H, carries 0.316; number 2, H, carries 0.357; number 3, O, carries -0.141; number 4, C, carries -0.812; number 5, H, carries 0.234; number 6, N, carries -0.335; number 7, C, carries 0.471; number 8, C, carries 0.571

(4)
The following is a quantum chemistry calculation of an isolated ion of composition C3H4NO and charge +1, from OMol25.

Calculated values
E, eV: -6701.9508
HOMO level, eV: -17.897
Lowest unoccupied orbital energy, eV: -7.54

```
! RIJCOSX wB97M-V def2-TZVPD def2/J DEFGRID3
* xyz 1 1
H -1.71349 1.05282 0.06293
H -0.61417 0.07411 1.98217
C -0.76047 0.61454 -0.20154
C -0.17792 -0.12779 0.89986
O 0.83582 -0.91785 0.71471
H -0.70940 0.26653 -1.27317
C 1.33366 -1.01809 -0.47042
N 1.77418 -1.37914 -1.43567
H 0.03180 1.43487 -0.27887
*
```

Atom charges from the natural (NBO) analysis, given in e for atoms 1 to 8: number 1, H, carries 0.303; number 2, H, carries 0.296; number 3, C, carries -0.794; number 4, C, carries 0.557; number 5, O, carries -0.339; number 6, H, carries 0.335; number 7, C, carries 0.439; number 8, N, carries -0.146

(5)
The following is a quantum chemistry calculation of an isolated ion of composition C3H4NO and charge +1, from OMol25.

Calculated values
E, eV: -6698.2084
HOMO level (alpha / beta), eV: -12.916 / -18.122
<S²>: 2.0185
Lowest unoccupied orbital energy (alpha / beta), eV: -6.02 / -8.78

```
! RIJCOSX wB97M-V def2-TZVPD def2/J DEFGRID3
* xyz 1 3
H -0.74547 1.66628 0.99995
H -0.77627 1.23273 -0.68073
H -1.28468 -0.85507 -0.60032
H 0.48624 -2.24720 -0.20855
C 1.73454 0.04020 -0.05056
N 0.56812 -1.14506 0.04827
C -0.44266 0.86215 0.29076
O 1.01178 1.04110 -0.00180
C -0.55161 -0.59514 0.20298
*
```

Atom charges from the natural (NBO) analysis, given in e for atoms 1 to 8: number 1, H, carries 0.289; number 2, H, carries 0.244; number 3, H, carries 0.254; number 4, H, carries 0.502; number 5, C, carries 0.788; number 6, N, carries -0.531; number 7, C, carries -0.119; number 8, O, carries -0.460

(6)
The following is a quantum chemistry calculation of C3H4NO as an isolated structure, from OMol25.

Calculated values
E, eV: -6697.4619
HOMO level (alpha / beta), eV: -11.233 / -18.131
<S²>: 2.0132
Lowest unoccupied orbital energy (alpha / beta), eV: -5.09 / -9.03

```
! RIJCOSX wB97M-V def2-TZVPD def2/J DEFGRID3
* xyz 1 3
C 0.76781 -1.65219 0.03989
C 0.90652 0.94801 -0.03708
H 1.00360 2.06830 -0.17850
H -1.29353 0.11858 1.10366
N -0.30898 -1.23829 -0.06826
H 1.47892 -2.53747 0.17789
C -0.87546 -0.06490 0.04733
O 1.70844 0.13778 0.00956
H -1.74717 0.22155 -0.73031
*
```

Atom charges from the natural (NBO) analysis, given in e for atoms 1 to 8: number 1, C, carries 0.421; number 2, C, carries 0.257; number 3, H, carries 0.268; number 4, H, carries 0.275; number 5, N, carries -0.387; number 6, H, carries 0.306; number 7, C, carries -0.051; number 8, O, carries -0.384

(7)
The following is a quantum chemistry calculation of an isolated ion of composition C3H4NO2 and charge +1, from OMol25.

Calculated values
E, eV: -8748.5706
HOMO level (alpha / beta), eV: -16.476 / -16.476
SMILES string: CC(=O)C=[N+]=O
Lowest unoccupied orbital energy (alpha / beta), eV: -7.15 / -7.15

```
! RIJCOSX wB97M-V def2-TZVPD def2/J DEFGRID3
* xyz 1 1
C 1.14054 0.58699 -0.63206
H 1.14424 -0.18205 -1.42316
C 0.48302 0.22077 0.64877
O -1.96602 -2.19117 1.03652
N -1.63386 -1.19934 0.56143
H 0.42274 1.30871 -1.14193
O 0.71282 0.08783 1.72263
H 2.18924 0.94988 -0.45740
H -1.37853 0.61804 -0.44318
C -1.11419 -0.19964 0.12839
*
```

Atom charges from the natural (NBO) analysis, given in e for atoms 1 to 8: number 1, C, carries -0.746; number 2, H, carries 0.302; number 3, C, carries 0.709; number 4, O, carries -0.058; number 5, N, carries 0.405; number 6, H, carries 0.268; number 7, O, carries -0.306; number 8, H, carries 0.305

(8)
The following is a quantum chemistry calculation of an isolated ion of composition C3H4NO2S and charge -1, from OMol25.

Calculated values
E, eV: -19595.9160
HOMO level, eV: -3.698
Lowest unoccupied orbital energy, eV: 3.89

```
! RIJCOSX wB97M-V def2-TZVPD def2/J DEFGRID3
* xyz -1 1
H -0.41958 -0.35816 -1.41981
O 2.54475 -0.78312 -0.74185
N -3.23339 0.39847 0.15008
C 0.17163 -0.58084 0.67023
S 2.10179 0.01784 0.39561
O 1.74220 1.41814 -0.04718
H -0.22570 1.30827 -0.36184
H 0.00517 -0.25441 1.60847
C -2.12308 0.28015 -0.12269
H 0.20608 -1.68691 0.34336
C -0.76987 0.24057 -0.47439
*
```

Atom charges from the natural (NBO) analysis, given in e for atoms 1 to 8: number 1, H, carries 0.267; number 2, O, carries -1.049; number 3, N, carries -0.419; number 4, C, carries -0.595; number 5, S, carries 1.475; number 6, O, carries -1.067; number 7, H, carries 0.324; number 8, H, carries 0.180

(9)
The following is a quantum chemistry calculation of an isolated ion of composition C3H4NO3 and charge -1, from OMol25.

Calculated values
E, eV: -10809.2616
HOMO level, eV: -4.271
SMILES string: C=N[C@@H](O)C(=O)[O-]
Lowest unoccupied orbital energy, eV: 4.11

```
! RIJCOSX wB97M-V def2-TZVPD def2/J DEFGRID3
* xyz -1 1
C 0.41661 -2.36509 0.01760
H 1.87894 -0.79777 0.42877
C -0.91901 0.63545 0.38672
N -0.83985 -0.30749 -0.44972
H -1.90082 0.98198 0.68033
O 1.62304 -0.19822 -0.29925
O 1.22960 -2.33781 0.94344
H 0.41692 -1.11049 -1.85616
O -0.31010 -3.24301 -0.40550
H -0.05839 1.13787 0.83240
C 0.34643 -0.91173 -0.79080
*
```

Atom charges from the natural (NBO) analysis, given in e for atoms 1 to 8: number 1, C, carries 0.779; number 2, H, carries 0.493; number 3, C, carries -0.105; number 4, N, carries -0.401; number 5, H, carries 0.141; number 6, O, carries -0.820; number 7, O, carries -0.771; number 8, H, carries 0.173

(10)
The following is a quantum chemistry calculation of a 2-piece molecular cluster, C3H4NO5P overall, from OMol25.

Calculated values
E, eV: -24188.9673
HOMO level, eV: 0.227
Lowest unoccupied orbital energy, eV: 6.34

```
! RIJCOSX wB97M-V def2-TZVPD def2/J DEFGRID3
* xyz -2 1
O -2.58683 0.38615 -1.39533
C -0.47646 0.79879 1.52637
H -0.70235 1.63836 0.93221
H -0.00591 -0.65364 3.13133
O 1.50778 -1.40748 0.43430
O 2.04489 0.82918 -0.66316
C -0.55021 -0.22550 -0.69623
H -1.06996 -1.03371 -0.19277
H 1.38588 -0.75812 1.12677
C -0.23331 0.18984 2.54140
N -1.31177 0.51561 -1.47048
O -0.83477 1.39742 -2.23416
P 1.25174 -0.41331 -0.92803
O 1.58126 -1.26360 -2.11225
*
```

Atom charges from the natural (NBO) analysis, given in e for atoms 1 to 8: number 1, O, carries -0.664; number 2, C, carries -0.128; number 3, H, carries 0.233; number 4, H, carries 0.208; number 5, O, carries -1.042; number 6, O, carries -1.200; number 7, C, carries -0.610; number 8, H, carries 0.204

(11)
The following is a quantum chemistry calculation of a 2-piece molecular cluster, C3H4NP overall, from OMol25.

Calculated values
E, eV: -13950.7353
HOMO level, eV: -10.790
SMILES string: N#CP.C#C
Lowest unoccupied orbital energy, eV: 0.75

```
! RIJCOSX wB97M-V def2-TZVPD def2/J DEFGRID3
* xyz 0 1
H 0.37104 0.82625 0.36270
H 0.72310 -2.12589 -0.89737
C -0.74399 -1.79075 0.51789
N -1.88553 -1.66981 0.62473
P 0.98473 -2.30169 0.39188
C -0.01242 1.65920 -0.01175
C -0.27020 2.65105 -0.62163
H -0.64319 3.69957 -0.88205
H 1.47644 -0.94793 0.51560
*
```

Atom charges from the natural (NBO) analysis, given in e for atoms 1 to 8: number 1, H, carries 0.195; number 2, H, carries 0.001; number 3, C, carries -0.058; number 4, N, carries -0.300; number 5, P, carries 0.363; number 6, C, carries -0.222; number 7, C, carries -0.231; number 8, H, carries 0.255

(12)
The following is a quantum chemistry calculation of a 2-piece molecular cluster, C3H4NS3 overall, from OMol25.

Calculated values
E, eV: -37168.8749
HOMO level, eV: -2.394
Lowest unoccupied orbital energy, eV: 2.46

```
! RIJCOSX wB97M-V def2-TZVPD def2/J DEFGRID3
* xyz -1 1
H -2.49256 2.15450 -1.23539
C -1.35780 0.88919 0.34345
S -0.32597 -2.79071 -0.08338
N -0.55797 -0.13295 0.48487
C -0.18709 -1.26674 0.23287
H 2.27609 0.58476 0.37882
H 2.66056 -1.25969 0.47636
S -2.53896 0.82171 -1.05762
H 1.91058 -0.65849 -0.97801
C 2.46824 -0.39287 -0.08718
S -1.85513 2.05130 1.52521
*
```

Atom charges from the natural (NBO) analysis, given in e for atoms 1 to 8: number 1, H, carries 0.138; number 2, C, carries -0.029; number 3, S, carries -0.064; number 4, N, carries -0.514; number 5, C, carries 0.216; number 6, H, carries 0.177; number 7, H, carries 0.165; number 8, S, carries -0.054